# 1
{"formula": "C4H9NO", "method": "ωB97M-V with the def2-TZVPD basis set", "multiplicity": 1, "e_tot_ha": -287.6110, "e_above_lowest_kj_mol": 581.5, "homo_ha": -0.3332, "species": ["C", "C", "C", "C", "N", "O", "H", "H", "H", "H", "H", "H", "H", "H", "H"], "coordinates": [[-0.7245, 0.2972, -1.1426], [-0.3943, 1.3964, 1.6377], [-0.2844, -2.1936, -1.2761], [0.4790, 2.2712, 2.0370], [0.0217, -0.7742, -1.1771], [1.5010, -0.6389, -1.1162], [-1.7484, -0.1692, -0.9798], [-0.7773, 1.4806, 0.6291], [-0.4655, 0.3851, 2.1345], [1.5662, 0.3182, -1.1926], [0.4731, -2.6523, -1.8882], [-0.3217, -2.6292, -0.2814], [-1.1529, -2.4188, -1.8551], [0.7070, 3.2262, 1.6188], [1.1210, 2.1013, 2.8520]], "nbo_charge": [-0.142, -0.399, -0.442, -0.381, -0.124, -0.571, 0.142, 0.216, 0.188, 0.481, 0.229, 0.217, 0.220, 0.188, 0.179]}

# 2
{"formula": "C6H14NO", "method": "ωB97M-V with the def2-TZVPD basis set", "multiplicity": 2, "e_tot_ha": -366.8960, "e_above_lowest_kj_mol": 89.0, "homo_ha": [-0.2094, -0.3234], "species": ["C", "C", "C", "C", "C", "C", "N", "H", "H", "H", "H", "H", "H", "H", "H", "H", "H", "H", "H", "H", "H", "O"], "coordinates": [[-0.6923, -1.0977, -2.6108], [-0.4897, -0.7057, -1.1273], [-0.5091, 0.8136, -1.0285], [-0.5729, 1.3783, 0.3531], [-1.2493, 2.4360, 0.8080], [1.5136, 0.3830, 1.1896], [0.1760, 0.6391, 1.3303], [0.2505, -0.8968, -3.1307], [-0.9520, -2.1355, -2.7151], [-1.5469, -0.6170, -3.0812], [-1.3879, -1.1639, -0.6442], [0.3150, -1.1780, -0.5720], [0.4063, 1.0803, -1.5743], [-1.3139, 1.2748, -1.6154], [-1.1935, 2.9806, 1.7481], [-2.0283, 2.8937, 0.2139], [2.1579, 0.0594, 1.9887], [2.0008, 0.5502, 0.2378], [-0.1897, 0.4111, 2.2375], [0.6976, -3.1083, 1.5085], [2.0681, -3.3592, 1.1233], [1.4773, -2.5917, 1.2710]], "nbo_charge": [-0.604, -0.404, -0.455, 0.191, -0.459, -0.276, -0.614, 0.199, 0.207, 0.204, 0.185, 0.240, 0.215, 0.221, 0.209, 0.189, 0.186, 0.166, 0.398, 0.462, 0.464, -0.922]}

# 3
{"formula": "C41H83F4N4O5", "method": "ωB97M-V with the def2-TZVPD basis set", "multiplicity": 1, "e_tot_ha": -2606.1523, "charge": 1, "homo_ha": -0.4004, "species": ["C", "C", "N", "C", "N", "C", "C", "F", "N", "C", "C", "C", "C", "C", "C", "C", "C", "C", "C", "C", "C", "C", "C", "C", "N", "C", "F", "F", "F", "H", "H", "H", "H", "H", "H", "H", "H", "H", "H", "H", "H", "H", "H", "H", "H", "H", "H", "H", "H", "H", "H", "H", "H", "H", "H", "H", "H", "H", "H", "H", "H", "H", "C", "C", "O", "C", "C", "H", "H", "H", "H", "H", "H", "H", "H", "H", "H", "C", "C", "O", "C", "C", "H", "H", "H", "H", "H", "H", "H", "H", "H", "H", "C", "C", "O", "C", "C", "H", "H", "H", "H", "H", "H", "H", "H", "H", "H", "C", "C", "O", "C", "C", "H", "H", "H", "H", "H", "H", "H", "H", "H", "H", "C", "C", "O", "C", "C", "H", "H", "H", "H", "H", "H", "H", "H", "H", "H"], "coordinates": [[-0.4398, -4.2481, 2.7317], [0.1054, -3.1060, 3.3599], [1.5388, -2.8883, 3.2052], [1.9043, -1.7957, 2.3542], [2.4326, -2.1328, 1.0631], [3.8747, -2.5095, 1.1485], [4.4341, -2.5064, -0.3361], [5.5857, -1.7188, -0.4638], [1.7970, -0.5305, 2.6094], [1.2897, -0.0527, 3.9143], [0.3969, 1.2560, 3.8122], [-0.8335, 1.1255, 2.8317], [-2.2388, 1.3096, 3.5532], [-2.7265, -0.1662, 3.9426], [-3.8041, -0.7356, 2.9476], [-3.5310, -2.2165, 2.4549], [-3.4008, -2.3709, 0.8817], [-1.9505, -2.0137, 0.3468], [-1.9840, -1.0243, -0.8893], [2.2500, 0.4371, 1.5996], [1.4308, 0.8516, 0.5121], [1.8202, 1.8104, -0.4976], [3.1898, 2.2940, -0.3143], [3.9041, 1.7528, 0.8088], [3.5007, 0.8908, 1.7509], [2.3396, -3.0516, 4.3882], [3.3949, -2.1691, 4.4106], [2.8536, -4.3040, 4.4466], [1.6297, -2.8615, 5.5363], [-1.0796, -4.1994, 1.8261], [-0.2070, -5.2537, 3.1719], [-0.5423, -2.4559, 3.9829], [1.8468, -2.8958, 0.7134], [4.4685, -1.8496, 1.8186], [3.9053, -3.5886, 1.4657], [4.5614, -3.5380, -0.7445], [3.6523, -2.0203, -0.9811], [0.7934, -0.8221, 4.5381], [2.1950, 0.2768, 4.4970], [1.0621, 2.0971, 3.4787], [0.0499, 1.5517, 4.8351], [-0.7408, 1.9174, 2.0426], [-0.7751, 0.1353, 2.3210], [-2.9719, 1.6968, 2.8109], [-2.1415, 1.9424, 4.4635], [-3.1187, -0.1523, 4.9949], [-1.7992, -0.7876, 3.9736], [-4.7747, -0.7523, 3.5007], [-3.8829, -0.0951, 2.0347], [-2.5997, -2.6300, 2.9135], [-4.3711, -2.8697, 2.8055], [-4.1877, -1.7520, 0.3780], [-3.5658, -3.4540, 0.6444], [-1.3454, -2.9215, 0.1057], [-1.4260, -1.4880, 1.1845], [-3.0242, -0.7841, -1.1983], [-1.4762, -0.0640, -0.6333], [-1.3865, -1.4919, -1.7134], [0.4140, 0.4043, 0.4344], [1.1644, 2.1396, -1.3215], [3.6462, 3.0280, -1.0105], [4.9579, 2.1062, 0.9116], [-4.3314, -7.5694, 2.7782], [-4.3953, -6.6266, 3.9684], [-5.1879, -5.4732, 3.7391], [-6.5560, -5.6996, 3.4294], [-7.3130, -6.4391, 4.5185], [-3.9443, -7.0482, 1.8985], [-3.6797, -8.4170, 2.9997], [-5.3139, -7.9643, 2.5174], [-3.3873, -6.2677, 4.1889], [-4.7394, -7.1510, 4.8654], [-6.6451, -6.2173, 2.4683], [-7.0067, -4.7144, 3.2912], [-6.9076, -7.4368, 4.6939], [-8.3630, -6.5482, 4.2422], [-7.2550, -5.8919, 5.4619], [7.5564, 3.6675, -0.9304], [6.4872, 3.9557, -1.9709], [5.6362, 5.0384, -1.6276], [6.2653, 6.3001, -1.4465], [6.9963, 6.7968, -2.6804], [7.0986, 3.4596, 0.0409], [8.1541, 2.8042, -1.2291], [8.2338, 4.5117, -0.7975], [5.8439, 3.0775, -2.0681], [6.9345, 4.1206, -2.9559], [6.9344, 6.2676, -0.5803], [5.4715, 7.0064, -1.1950], [7.8084, 6.1282, -2.9716], [7.4251, 7.7831, -2.4951], [6.3106, 6.8677, -3.5278], [-7.7117, 2.0564, -1.1488], [-6.4943, 1.3102, -0.6306], [-6.7625, 0.4977, 0.5015], [-7.7222, -0.5337, 0.3288], [-7.3310, -1.5316, -0.7378], [-8.1380, 2.6835, -0.3622], [-7.4369, 2.6909, -1.9939], [-8.4951, 1.3753, -1.4844], [-5.7427, 2.0373, -0.3156], [-6.0334, 0.7130, -1.4255], [-8.7100, -0.1038, 0.1323], [-7.8001, -1.0533, 1.2866], [-7.2424, -1.0679, -1.7219], [-8.0753, -2.3268, -0.8102], [-6.3640, -1.9805, -0.4976], [-6.7171, -2.4516, -6.7841], [-7.4529, -2.0983, -5.5026], [-6.7547, -1.1749, -4.6809], [-6.4740, 0.0924, -5.2546], [-7.7157, 0.8603, -5.6738], [-5.7305, -2.8626, -6.5566], [-7.2826, -3.1905, -7.3549], [-6.5684, -1.5799, -7.4230], [-7.5793, -3.0044, -4.9074], [-8.4600, -1.7274, -5.7186], [-5.7788, -0.0183, -6.0937], [-5.9446, 0.6656, -4.4897], [-8.2812, 0.3348, -6.4445], [-7.4398, 1.8393, -6.0698], [-8.3817, 1.0038, -4.8197], [12.8376, 4.4438, -2.6550], [11.7725, 4.7345, -3.6989], [10.9218, 5.8179, -3.3581], [11.5494, 7.0778, -3.1738], [12.2848, 7.5783, -4.4049], [12.3759, 4.2346, -1.6868], [13.4356, 3.5805, -2.9532], [13.5157, 5.2872, -2.5180], [11.1289, 3.8585, -3.7993], [12.2231, 4.9013, -4.6826], [12.2155, 7.0447, -2.3050], [10.7540, 7.7837, -2.9251], [13.0983, 6.9117, -4.6951], [12.7115, 8.5648, -4.2160], [11.6017, 7.6498, -5.2542]], "lowdin_charge": [0.110, -0.122, 0.051, -0.199, 0.052, -0.124, -0.162, -0.061, 0.111, -0.088, -0.134, -0.203, -0.159, -0.188, -0.165, -0.182, -0.186, -0.245, -0.090, -0.263, -0.005, 0.013, 0.002, -0.110, 0.145, -0.562, 0.134, 0.156, 0.142, 0.058, 0.095, 0.100, 0.142, 0.132, 0.127, 0.124, 0.120, 0.115, 0.151, 0.118, 0.125, 0.109, 0.070, 0.103, 0.106, 0.113, 0.063, 0.115, 0.105, 0.070, 0.101, 0.090, 0.108, 0.086, 0.063, 0.069, 0.047, 0.075, 0.088, 0.118, 0.104, 0.116, -0.078, -0.282, -0.178, -0.279, -0.076, 0.077, 0.079, 0.068, 0.109, 0.108, 0.107, 0.116, 0.067, 0.080, 0.084, -0.072, -0.283, -0.178, -0.275, -0.072, 0.069, 0.080, 0.069, 0.102, 0.110, 0.108, 0.118, 0.061, 0.080, 0.084, -0.075, -0.284, -0.173, -0.275, -0.069, 0.084, 0.077, 0.066, 0.116, 0.099, 0.109, 0.116, 0.060, 0.083, 0.064, -0.079, -0.279, -0.175, -0.282, -0.076, 0.081, 0.079, 0.066, 0.118, 0.107, 0.106, 0.111, 0.068, 0.079, 0.078, -0.079, -0.281, -0.175, -0.280, -0.078, 0.080, 0.078, 0.066, 0.116, 0.107, 0.107, 0.114, 0.066, 0.079, 0.083]}

# 4
{"formula": "C4H7NO2", "method": "ωB97M-V with the def2-TZVPD basis set", "multiplicity": 1, "e_tot_ha": -361.7454, "e_above_lowest_kj_mol": 355.5, "homo_ha": -0.3625, "species": ["C", "C", "C", "N", "C", "O", "O", "H", "H", "H", "H", "H", "H", "H"], "coordinates": [[-1.2213, -0.8419, 0.8791], [-0.0065, 0.0911, -1.3180], [0.2648, 1.2979, -0.4505], [1.2132, 0.8988, 0.5585], [1.9223, -0.1187, 0.4095], [2.6967, -0.9634, 0.6223], [0.7722, -0.8351, -1.2921], [-1.6029, -1.1952, 1.8379], [-0.9831, -1.7787, 0.3180], [-2.1512, -0.5065, 0.3355], [-0.8110, 0.1392, -2.0633], [-0.6432, 1.6664, 0.0337], [0.6451, 2.0883, -1.1141], [-0.0950, 0.0578, 1.2434]], "nbo_charge": [-0.957, 0.450, -0.334, -0.611, 0.907, -0.477, -0.512, 0.217, 0.219, 0.205, 0.154, 0.241, 0.237, 0.262]}

# 5
{"formula": "C11H21N5O3", "method": "ωB97M-V with the def2-TZVPD basis set", "multiplicity": 1, "e_tot_ha": -931.2201, "e_above_lowest_kj_mol": 258.7, "homo_ha": -0.3142, "smiles": "[H]/N=C(\\N)NCCC[C@H](N)C(=O)N1CCC[C@H]1C(=O)O", "species": ["H", "N", "C", "N", "N", "C", "C", "C", "C", "N", "C", "O", "N", "C", "C", "C", "C", "C", "O", "O", "H", "H", "H", "H", "H", "H", "H", "H", "H", "H", "H", "H", "H", "H", "H", "H", "H", "H", "H", "H"], "coordinates": [[2.0758, -2.9641, 1.2945], [2.5818, -2.0799, 1.3792], [3.1122, -1.7732, 0.2359], [3.3148, -2.6800, -0.7233], [3.6093, -0.5636, -0.2029], [3.5208, 0.6419, 0.5618], [2.0941, 1.3602, 0.5541], [1.5761, 1.5378, -0.9312], [0.1028, 1.6415, -0.7291], [-0.2503, 2.7974, 0.1326], [-0.5428, 0.3074, -0.2121], [0.1248, -0.6456, -0.0726], [-1.8506, 0.2802, 0.0257], [-2.9427, 1.1299, -0.4539], [-4.2101, 0.4652, 0.0238], [-3.6946, -0.5550, 1.1255], [-2.3261, -0.9323, 0.6299], [-2.4066, -2.2463, -0.2616], [-3.4397, -2.8857, -0.2337], [-1.3196, -2.4531, -1.0520], [2.8492, -3.5886, -0.5742], [4.1217, -2.6121, -1.3690], [4.3814, -0.6105, -0.8554], [4.3037, 1.3491, 0.1452], [3.8062, 0.4353, 1.5926], [2.0426, 2.4977, 0.8982], [1.3845, 0.7298, 1.1068], [1.8815, 2.5760, -1.3001], [1.9049, 0.8360, -1.7094], [-0.3018, 1.8764, -1.7247], [0.1500, 2.7339, 1.0831], [0.1117, 3.6467, -0.3364], [-2.9454, 1.0817, -1.6450], [-2.8480, 2.0781, -0.0393], [-5.0285, 1.1564, 0.2871], [-4.7086, -0.1667, -0.6803], [-3.6947, 0.0360, 2.0374], [-4.4022, -1.3555, 1.2958], [-1.5921, -1.2507, 1.3784], [-0.5456, -1.8317, -0.6813]], "nbo_charge": [0.334, -0.799, 0.592, -0.843, -0.631, -0.211, -0.419, -0.418, -0.127, -0.846, 0.724, -0.640, -0.417, -0.212, -0.419, -0.403, -0.177, 0.791, -0.591, -0.712, 0.395, 0.386, 0.383, 0.191, 0.204, 0.206, 0.226, 0.191, 0.231, 0.211, 0.369, 0.362, 0.199, 0.228, 0.221, 0.215, 0.205, 0.251, 0.241, 0.507]}

# 6
{"formula": "C2HNOS", "method": "ωB97M-V with the def2-TZVPD basis set", "multiplicity": 1, "e_tot_ha": -604.8760, "e_above_lowest_kj_mol": 291.4, "homo_ha": -0.3979, "smiles": "O=C=S.C#N", "species": ["O", "C", "S", "C", "N", "H"], "coordinates": [[-1.2269, -0.1498, -0.4869], [-1.0245, 0.6411, 0.4712], [-0.3331, 2.0372, 1.0741], [1.0978, -0.8419, -0.5481], [1.4673, -0.4479, 0.3753], [0.0194, -1.2386, -0.8856]], "nbo_charge": [-0.538, 0.475, 0.101, 0.028, -0.357, 0.291]}

# 7
{"formula": "C6H14N3O", "method": "ωB97M-V with the def2-TZVPD basis set", "multiplicity": 1, "e_tot_ha": -476.1207, "e_above_lowest_kj_mol": 368.3, "charge": 1, "homo_ha": [-0.4329, -0.4329], "species": ["C", "C", "C", "C", "C", "C", "N", "N", "N", "O", "H", "H", "H", "H", "H", "H", "H", "H", "H", "H", "H", "H", "H", "H"], "coordinates": [[-0.1816, -0.9158, -0.6135], [-1.6521, 0.4647, 0.5966], [2.1784, -0.9093, -0.7065], [1.9690, 1.1310, 1.3973], [-2.1167, -1.8829, 0.5947], [-0.9859, 1.8449, -1.2969], [0.9447, -0.3116, -0.2154], [0.8750, 0.5856, 0.6486], [-1.3748, -0.7203, 0.1064], [-1.4902, 1.5949, -0.0395], [-0.2707, -1.4819, -1.5071], [-2.3375, 0.5714, 1.4472], [2.0261, -1.4343, -1.6752], [2.8875, -0.0611, -0.6505], [2.4989, -1.5870, 0.0034], [2.9269, 0.7795, 1.1791], [1.9031, 2.2390, 1.2028], [1.6244, 0.7228, 2.4385], [-3.1015, -1.5614, 0.8408], [-1.7673, -2.4304, 1.4616], [-2.1070, -2.4726, -0.3047], [-0.0177, 2.4205, -1.2588], [-1.6041, 2.4556, -1.8575], [-0.8267, 0.9585, -1.7917]], "nbo_charge": [-0.033, 0.557, -0.435, -0.454, -0.401, -0.255, -0.017, -0.288, -0.369, -0.425, 0.224, 0.223, 0.249, 0.227, 0.232, 0.194, 0.238, 0.241, 0.220, 0.232, 0.229, 0.208, 0.220, 0.184]}

# 8
{"formula": "C4H10NO3", "method": "ωB97M-V with the def2-TZVPD basis set", "multiplicity": 1, "e_tot_ha": -438.9588, "e_above_lowest_kj_mol": 69.5, "charge": -1, "homo_ha": -0.1578, "species": ["C", "N", "C", "O", "O", "C", "C", "H", "H", "H", "H", "H", "H", "H", "H", "H", "H", "O"], "coordinates": [[-1.1578, 0.5197, 0.9216], [-0.3468, 0.6526, -0.2822], [0.1803, -0.4528, -1.0242], [1.1608, -0.1479, -1.7614], [-0.3543, -1.5527, -0.8296], [-0.6366, -0.4935, 1.9226], [-1.6777, -0.8988, 2.9810], [-2.1310, 0.1528, 0.5609], [-1.3633, 1.4956, 1.3611], [-0.1485, 1.5930, -0.5697], [-0.1563, -1.3172, 1.4003], [0.2220, -0.0697, 2.4648], [-1.2437, -0.8092, 3.9684], [-2.4971, -0.1747, 2.8872], [-2.1788, -1.8492, 2.8078], [1.7449, 1.6191, -1.9947], [3.1318, 1.2212, -1.8997], [2.6179, 1.9277, -2.3256]], "nbo_charge": [-0.199, -0.717, 0.875, -0.833, -0.784, -0.424, -0.611, 0.164, 0.174, 0.368, 0.253, 0.172, 0.195, 0.190, 0.204, 0.498, 0.467, -0.991]}

# 9
{"formula": "C4H6Br2O", "method": "ωB97M-V with the def2-TZVPD basis set", "multiplicity": 1, "e_tot_ha": -5379.2115, "e_above_lowest_kj_mol": 169.7, "homo_ha": -0.3683, "smiles": "C[C@@]1(Br)O[C@@]1(C)Br", "species": ["C", "C", "Br", "O", "C", "C", "Br", "H", "H", "H", "H", "H", "H"], "coordinates": [[1.0877, -1.0364, -1.3074], [0.4878, 0.0645, -0.5462], [1.7319, 1.5016, -0.5061], [-0.9949, 0.6733, -0.9350], [-0.7108, 0.1280, 0.2233], [-1.0155, 0.8614, 1.5158], [-1.5716, -1.6992, 0.2661], [0.4814, -1.8121, -1.8459], [1.7607, -1.5205, -0.5836], [1.7746, -0.4880, -2.0452], [-2.0307, 1.0958, 1.7423], [-0.4889, 1.8526, 1.5987], [-0.5116, 0.3790, 2.4231]], "nbo_charge": [-0.688, 0.159, 0.090, -0.484, 0.224, -0.667, -0.113, 0.271, 0.251, 0.239, 0.246, 0.236, 0.235]}